CHClOS2 | the ωB97M-V functional and the def2-TZVPD basis

Each line ends with the Löwdin charge.
Atoms and positions in Å:
1 C 4.415 -0.716 -0.326  -0.786
2 O 3.593 -1.521 -0.611  -0.012
3 S -0.522 1.450 -0.644  0.129
4 S 1.360 0.894 -0.404  0.030
5 Cl 4.527 0.679 0.456  0.728
6 H -0.646 2.955 -0.537  -0.089

Properties
Orbital gap (alpha / beta), eV: 8.669 / 6.478
Multiplicity: 1
Net charge: 0



CHClOS2 | the ωB97M-V functional and the def2-TZVPD basis

Each line ends with the Löwdin charge.
Atoms and positions in Å:
1 C -3.152 -0.459 -0.256  -1.328
2 O -3.286 -1.597 -0.553  -0.021
3 S -0.191 -0.620 -0.047  0.354
4 S -1.865 0.360 0.523  0.503
5 Cl -4.560 0.513 -0.106  0.662
6 H -0.015 -1.875 0.393  -0.170

Properties
Orbital gap, eV: 10.012
Multiplicity: 1
Net charge: 0



CHClS2 | the ωB97M-V functional and the def2-TZVPD basis

Each line ends with the Löwdin spin population.
Atoms and positions in Å:
1 C -0.840 0.210 -0.337  0.554
2 S -1.860 -0.933 -0.745  0.318
3 S 1.552 -0.910 0.097  0.921
4 Cl -0.844 1.801 0.024  0.140
5 H 1.992 -0.169 0.961  0.066

Properties
Orbital gap (alpha / beta), eV: 7.054 / 6.692
Multiplicity: 3
Net charge: 0
⟨S²⟩: 2.01



CHDyO2 | the ωB97M-V functional and the def2-TZVPD basis

Each line ends with the Löwdin spin population.
Atoms and positions in Å:
1 H 1.375 0.867 0.351  0.008
2 O 0.481 0.606 0.034  0.188
3 C 0.016 -0.344 0.976  0.415
4 O -0.819 -1.048 0.373  0.263
5 Dy -1.053 -0.082 -1.735  5.126

Properties
Orbital gap (alpha / beta), eV: 5.856 / 6.380
Multiplicity: 7
Net charge: +1
⟨S²⟩: 12.57



CHF2IS | the ωB97M-V functional and the def2-TZVPD basis

Each line ends with the Löwdin charge.
Atoms and positions in Å:
1 C -0.366 -0.015 -0.077  -1.132
2 F -1.062 1.098 -0.202  -0.002
3 F 0.236 0.212 1.788  -0.432
4 S 1.107 -0.308 -0.769  0.838
5 I -1.614 -1.862 0.112  0.812
6 H 1.699 0.875 -0.852  -0.085

Properties
Orbital gap, eV: 9.318
Multiplicity: 1
Net charge: 0



CHF2IS | the ωB97M-V functional and the def2-TZVPD basis

Each line ends with the Löwdin spin population.
Atoms and positions in Å:
1 C -1.228 0.491 0.005  0.697
2 F -1.770 0.821 1.166  0.166
3 F 1.858 -1.734 -0.605  0.067
4 S 2.267 -0.389 0.376  0.668
5 I 0.436 1.248 -0.620  0.365
6 H -1.563 -0.437 -0.322  0.037

Properties
Orbital gap (alpha / beta), eV: 7.129 / 7.390
Multiplicity: 3
Net charge: 0
⟨S²⟩: 2.01